# C35H81N3O7

A 7-piece molecular cluster, C35H81N3O7 overall in a non-equilibrium geometry (ωB97M-V/def2-TZVPD, the OMol25 dataset).

Geometry as XYZ:
```
126
Properties=species:S:1:pos:R:3:forces:R:3
C 3.4105 -2.4595 -3.2397 0.1 0.6 0.7
C 2.2425 -3.2555 -2.6417 0.2 0.3 -0.4
C 1.6905 -4.0675 -3.7727 -1.1 -1.0 -1.7
C 1.1235 -2.3585 -2.2357 -0.3 1.0 0.7
C 1.3075 -1.6185 -0.9197 0.3 0.0 -0.7
C 1.4975 -2.6995 0.1313 1.7 0.4 1.1
C 2.7405 -3.6165 -0.1537 -0.1 -0.4 0.1
C 4.1085 -3.0015 0.1723 -1.9 2.6 -1.7
C 2.6565 -4.8005 0.7823 0.4 -1.5 -0.1
N 2.6375 -4.0965 -1.5387 -2.5 5.8 1.6
O 2.9775 -5.2795 -1.8337 -0.2 -6.2 0.0
H 3.1455 -1.8285 -4.0757 -0.4 0.1 -0.3
H 4.1915 -3.0985 -3.5937 0.6 -0.6 -0.2
H 3.8405 -1.8035 -2.4927 0.2 0.2 0.2
H 0.7905 -4.6795 -3.4907 0.8 0.7 -0.3
H 2.4245 -4.7625 -4.1477 0.3 -0.5 0.0
H 1.4705 -3.4535 -4.7047 -0.1 -0.4 1.4
H 1.0075 -1.6865 -3.0587 -0.4 0.6 -0.5
H 0.2285 -2.9455 -2.1117 -0.5 -0.3 -0.3
H 2.2525 -1.0285 -1.0077 -0.7 -0.1 0.4
H 0.4425 -0.9265 -0.7357 0.9 -0.7 0.0
H 1.7875 -2.1775 1.0613 -0.5 -0.4 0.1
H 0.6555 -3.3865 0.3373 0.1 0.7 -0.3
H 4.2205 -2.0685 -0.4007 0.0 0.0 0.3
H 4.9635 -3.5175 -0.0787 1.6 -2.0 -0.8
H 4.2065 -2.7535 1.1803 -0.1 0.4 1.8
H 2.6475 -4.5925 1.8433 0.1 0.8 0.2
H 3.5615 -5.4195 0.6063 -0.7 0.0 0.1
H 1.7595 -5.3985 0.6383 0.0 -0.2 -0.4
H 3.7715 -5.2835 -2.3007 2.7 -0.1 -1.2
C -5.1925 2.8795 1.6533 -0.4 0.4 1.0
C -3.7135 3.1005 1.9373 -0.7 0.0 -1.2
C -3.2955 2.3775 3.2303 0.7 -0.4 -1.4
C -3.3695 4.6275 2.0463 -2.2 -0.7 0.8
C -3.2935 5.4105 0.7733 1.7 0.2 1.2
C -2.2325 4.7265 -0.0647 -2.0 -0.8 -1.2
C -2.6265 3.2495 -0.4677 0.4 2.0 1.8
C -3.7965 3.1575 -1.4177 0.6 -0.3 0.5
C -1.3725 2.6075 -1.0617 -0.4 -0.1 0.2
N -2.9575 2.5325 0.8093 3.3 12.5 1.7
O -3.0465 1.3245 0.6393 -1.4 -11.0 -1.1
H -5.4795 3.2225 0.6933 -0.2 0.9 -0.9
H -5.8005 3.3525 2.4133 -0.3 0.3 0.2
H -5.5325 1.8735 1.6233 0.3 -1.3 0.3
H -2.2105 2.1935 3.2783 -0.3 0.0 -0.2
H -3.8165 1.4405 3.3533 -0.1 -0.4 -0.1
H -3.5255 2.9625 4.0603 -0.6 1.2 1.5
H -4.0205 5.1855 2.7703 0.2 -1.0 -0.4
H -2.4445 4.5595 2.5043 2.3 0.5 0.9
H -4.2735 5.5275 0.3613 -0.5 0.1 -0.8
H -2.8815 6.4145 1.0423 -0.6 -0.5 -0.3
H -2.1205 5.3535 -0.9217 0.3 0.0 -1.2
H -1.2935 4.7255 0.4353 0.7 -0.1 0.6
H -4.6575 3.6815 -1.0947 -0.8 0.5 0.4
H -4.0195 2.1295 -1.5907 -0.6 -1.0 0.0
H -3.5385 3.4835 -2.3727 0.6 0.9 -1.7
H -0.6295 2.5175 -0.2997 0.6 0.3 0.4
H -0.9625 3.0545 -1.9607 -0.2 0.5 0.0
H -1.5725 1.6025 -1.3517 -0.2 -1.0 -0.4
H -2.9045 1.2365 -0.2997 -0.4 -1.4 -0.5
C 4.0725 0.0665 1.5793 -1.7 -1.3 -1.6
C 3.9045 1.3715 2.2773 0.6 0.7 1.6
C 5.2055 2.2055 2.2423 -0.9 -0.6 0.4
C 3.6055 1.0645 3.7903 1.3 1.0 1.1
C 2.1845 0.6855 4.1063 1.2 0.6 2.0
C 1.2705 1.7615 3.6373 -0.2 0.1 0.4
C 1.4305 2.0115 2.1603 -0.6 1.8 -2.0
C 0.7565 0.8975 1.4133 -1.7 0.0 -1.8
C 0.7205 3.4085 1.7863 0.9 -0.2 1.3
N 2.8355 2.1735 1.7283 -1.3 -1.2 6.5
O 3.0165 2.6545 0.5523 0.7 1.8 -4.4
H 4.0575 0.2225 0.4503 0.2 -0.3 1.3
H 3.1665 -0.5945 1.8313 1.3 0.8 -0.5
H 4.9645 -0.4765 1.8583 0.3 -0.1 0.0
H 5.0495 3.2065 2.6533 0.0 -0.1 -0.3
H 5.6575 2.1755 1.2823 0.1 0.5 -1.1
H 5.9015 1.6775 2.8463 0.8 -0.4 0.9
H 4.2935 0.3095 4.2123 -0.1 -0.2 -0.9
H 3.9055 1.9085 4.5013 -0.6 -0.3 -1.3
H 1.9415 -0.2115 3.6303 -0.5 -1.7 -0.7
H 2.1565 0.4805 5.2253 -0.4 0.4 -1.3
H 0.2695 1.5365 4.0083 -0.4 0.1 -0.8
H 1.5165 2.7025 4.0443 0.6 1.1 1.2
H -0.3695 1.0005 1.4253 1.2 -0.2 0.1
H 1.0095 -0.0835 1.7413 0.1 -0.7 0.8
H 1.0355 0.8165 0.3473 0.0 0.6 0.1
H -0.3295 3.2765 1.9533 -0.8 0.0 0.0
H 0.8705 3.8405 0.8023 0.2 -0.7 -0.4
H 1.0635 4.2395 2.4473 0.0 -0.8 -0.1
H 2.5085 2.1385 -0.0847 0.0 -0.5 -0.5
C -2.0985 -1.2455 -1.3777 0.5 -0.7 -0.3
C -1.8565 -0.9615 -2.8167 1.6 0.2 -0.6
O -2.4665 0.2105 -3.2497 -2.3 0.5 -0.2
H -1.8405 -0.4545 -0.7347 1.1 1.1 0.8
H -1.6035 -2.1635 -1.0587 -0.1 0.0 0.1
H -3.1295 -1.2915 -1.2197 -1.9 -0.7 0.1
H -2.1525 -1.8425 -3.4037 -0.1 0.4 -0.2
H -0.8135 -0.7295 -3.0347 0.4 -0.9 0.3
H -1.8175 0.9075 -3.3427 0.4 -0.1 -0.1
C -2.8605 -2.0215 1.8163 0.3 -1.6 0.0
C -1.4835 -1.4955 2.2603 -3.0 -0.1 -1.5
O -1.8825 -0.2975 2.8813 2.7 -0.2 2.2
H -2.8155 -3.0495 1.4833 0.1 -0.4 -0.3
H -3.2725 -1.4405 1.0163 -0.1 0.5 -0.5
H -3.6085 -2.0305 2.6083 0.3 0.2 0.4
H -0.8855 -1.3635 1.3403 0.2 0.1 0.5
H -1.0475 -2.2225 2.9113 0.6 0.1 0.8
H -2.4385 0.1445 2.2813 -1.1 1.1 -1.4
C -1.7865 2.9005 -5.1687 -0.5 1.2 0.5
C -0.4055 2.2965 -5.1807 -0.1 1.3 -1.3
O -0.1845 1.5545 -4.0207 0.7 -0.5 0.5
H -2.0665 3.4645 -4.2597 0.8 0.0 -0.1
H -2.5185 2.1235 -5.1377 -0.6 -0.7 -0.6
H -1.9715 3.6225 -5.9897 0.2 -0.8 0.2
H 0.3665 3.0755 -5.2407 -0.2 0.1 -0.1
H -0.3135 1.6815 -6.0897 0.0 0.0 0.2
H 0.7585 1.3625 -4.0637 -0.1 -0.4 0.6
C -0.5615 -5.6625 -1.0967 0.6 1.2 1.0
C -1.5075 -5.1965 0.0003 0.1 -0.3 -0.5
O -0.8765 -5.1865 1.2553 -0.1 2.1 0.4
H 0.3155 -5.0065 -1.2687 -0.6 -0.2 0.1
H -1.1165 -5.7895 -1.9937 -0.3 -0.4 -0.9
H -0.1585 -6.5755 -0.7077 0.3 -1.0 -0.4
H -2.2565 -5.9495 0.1113 -1.1 -0.5 -0.5
H -2.0125 -4.2555 -0.2167 0.3 0.2 0.3
H -0.4775 -6.0295 1.3153 0.8 -1.3 0.5
```
Positions in Å, forces in eV/Å.

Calculated values
- HOMO-LUMO gap (eV) = 6.80
- electronic energy (Eh) = -2072.7355
- SMILES = CC1(C)CCCC(C)(C)N1O.CC1(C)CCCC(C)(C)N1O.CC1(C)CCCC(C)(C)N1O.CCO.CCO.CCO.CCO
- ΔE to the lowest compared entry with this formula, charge and spin (kcal/mol) = 103.3
- total charge = 0